Entry 1:
Formula: CH4NOPS
Source: OMol25
Level of theory: ωB97M-V/def2-TZVPD

Geometry as XYZ:
```
9
Properties=species:S:1:pos:R:3
S 2.11287 0.04470 0.43368
P -0.21903 -0.97225 -1.18735
O -0.20986 0.28447 1.59590
N 1.11409 -0.14419 -0.90254
C -1.02358 0.58161 0.78637
H -1.72952 -0.11227 0.45038
H 1.43451 0.29629 -1.80764
H -1.31804 1.64998 0.57493
H -0.16144 -1.62834 0.05627
```

- Relative energy (zero: lowest compared OMol25 entry of this formula, charge and spin): 56.0 kcal/mol
- HOMO level (alpha / beta): -8.23 / -8.23 eV
- SMILES: [H]/P=[NH+]\[S-].C=O
- HOMO-LUMO gap (alpha / beta): 7.183 / 7.185 eV
- LUMO (alpha / beta): -1.05 / -1.05 eV

Here are the Mulliken charges for atoms 1 to 8, given in e: -0.13, 0.01, -0.39, -0.22, -0.33, 0.36, 0.31, 0.28

***

Entry 2:
Formula: C6H14N2O
Source: OMol25
Level of theory: ωB97M-V/def2-TZVPD

Geometry as XYZ:
```
23
Properties=species:S:1:pos:R:3
O 0.48391 2.29605 -0.37462
N -1.64736 1.65192 -0.31285
N -0.60604 1.91079 1.63931
C -0.94461 -1.07029 -1.64853
C 1.04960 -2.44718 -0.54540
C 0.38728 -0.12869 0.38979
C 1.55685 -0.14918 1.33288
C 0.03447 -0.99411 -0.52833
C -0.39288 1.46824 0.30604
H -1.22717 2.71741 1.60068
H -1.11810 -2.10855 -1.94893
H -1.09061 1.18337 2.15204
H 1.69952 0.79739 1.86186
H 1.55923 -2.46520 -1.51118
H 0.54088 3.11950 0.12639
H -2.30068 0.96637 0.04010
H 0.36224 -3.29146 -0.46384
H -1.93743 -0.69850 -1.40776
H -0.56328 -0.54000 -2.52667
H 2.49797 -0.32193 0.80268
H -1.55107 1.55310 -1.31760
H 1.78910 -2.51449 0.25087
H 1.41820 -0.93457 2.08307
```

- Relative energy (zero: lowest compared OMol25 entry of this formula, charge and spin): 65.3 kcal/mol
- HOMO level: -8.88 eV
- SMILES: CC(C)=C(C)C(N)(N)O
- HOMO-LUMO gap: 9.764 eV
- LUMO: 0.89 eV

Here are the Mulliken charges for atoms 1 to 8, given in e: -0.53, -0.69, -0.76, -1.45, -1.28, 0.21, -1.75, 1.08

***

Entry 3:
Formula: C36H36N4NiO5PS3
Source: OMol25
Level of theory: ωB97M-V/def2-TZVPD

Geometry as XYZ:
```
86
Properties=species:S:1:pos:R:3
Ni -1.20267 -0.65543 1.01953
S -0.26467 -1.32161 5.44720
S -2.12002 0.52504 4.02554
S 2.61821 -0.92890 -0.71035
P -2.29486 -0.05366 -0.79089
O -2.71054 -1.68454 1.38821
O -0.04663 -2.53603 0.63546
O 1.00308 -4.50080 -0.62048
O -0.04437 0.84720 0.98308
O -4.67800 -2.53028 0.75334
N 0.26250 -2.34797 2.90730
N 1.86825 0.95395 -2.45372
N 1.77837 1.57042 -0.26463
N -0.55661 -1.24300 2.80167
C 2.18215 3.63985 1.55670
C 0.96070 1.57657 0.74083
C 2.02600 0.57511 -1.15018
C 2.22068 0.05928 -3.54326
C 0.25624 2.87925 2.76565
C -1.96583 -1.18351 -2.17295
C -2.91524 2.65470 -0.81718
C -2.94313 -1.48237 -3.12306
C 0.39517 3.93581 3.65543
C -1.80033 1.84666 -2.78751
C -0.90833 -0.73996 3.91364
C 1.14515 2.72385 1.70941
C -1.82076 3.12875 -3.31964
C 1.26333 -4.18185 1.75291
C -1.26253 -0.18680 6.45449
C 1.50078 -4.89275 0.56343
C -0.71691 -1.78964 -2.25702
C 2.80494 -6.50857 1.78669
C -0.45716 -2.70672 -3.26910
C 2.32251 4.69536 2.44412
C 1.80994 -4.66354 2.94102
C -2.39446 4.17050 -2.60734
C -2.67944 -2.39061 -4.13375
C -2.36217 1.59787 -1.53922
C -3.80213 -1.69244 0.68591
C 0.43511 -2.94004 1.73931
C -1.43576 -3.00864 -4.20185
C 3.66717 0.18305 -4.00771
C -3.96706 -0.46768 -0.23288
C 2.57653 -5.81388 2.97175
C 2.60488 3.32818 -2.73622
C -2.93827 3.93238 -1.35155
C -1.52898 1.07065 5.64521
C 1.46485 2.31534 -2.78798
C 1.42736 4.84903 3.49625
C 2.27403 -6.05601 0.59559
H 1.03060 2.28285 -3.79043
H 0.04806 -1.57735 -1.51826
H -2.41160 5.16921 -3.02503
H 1.53296 0.25823 -4.37034
H 3.09574 3.27333 -1.76582
H -3.31531 2.48291 0.17534
H 2.99274 -6.16883 3.90573
H -3.44807 -2.63036 -4.85778
H 3.34874 3.14239 -3.51130
H -0.54622 2.15921 2.87312
H 2.43932 -6.58322 -0.33533
H 3.40199 -7.41330 1.79445
H -4.31507 0.34700 0.40834
H 0.68077 2.62592 -2.09964
H 3.88473 1.17536 -4.40513
H -3.91694 -1.01000 -3.07282
H 3.86868 -0.54721 -4.79451
H 0.49036 -3.66884 -0.41404
H 0.50464 -3.20247 -3.30022
H -1.34623 1.03642 -3.34470
H -3.37017 4.74543 -0.78225
H -0.70505 0.03073 7.36611
H -1.37909 3.31206 -4.29118
H -2.30606 1.68814 6.09595
H 1.53409 5.67831 4.18511
H 1.61274 -4.10191 3.84436
H 2.87238 3.50525 0.73597
H 2.21666 4.34042 -2.87061
H -1.23690 -3.73643 -4.97887
H 3.13451 5.40100 2.31653
H -0.61996 1.66093 5.52225
H -2.20378 -0.67009 6.71753
H 2.04909 -0.95647 -3.19589
H 4.33665 -0.01867 -3.17139
H -0.30666 4.04706 4.47369
H -4.69937 -0.62857 -1.02014
```

- HOMO level: -4.83 eV
- HOMO-LUMO gap: 7.002 eV
- Total charge: -1
- LUMO: 2.17 eV

Here are the Mulliken charges for atoms 1 to 8, given in e: 0.26, -0.09, -0.12, -0.33, 1.79, -0.48, -0.72, -0.65

***

Entry 4:
Formula: C19H54HfN4O7
Source: OMol25
Level of theory: ωB97M-V/def2-TZVPD

Geometry as XYZ:
```
85
Properties=species:S:1:pos:R:3
Hf -1.68916 3.00203 -2.31852
O -3.15292 1.91793 -0.63442
O 0.67182 -3.96079 -2.33820
O 0.98119 5.10606 4.61908
O 0.21268 1.62110 -1.91182
O 0.37879 -1.53908 6.34748
O -0.85609 3.84420 -0.22820
O 1.59043 -1.50580 -7.76755
N 1.42905 1.17086 -5.17647
N -1.55594 3.61187 2.30581
N -2.07404 -4.14658 -2.14911
N -0.86884 -1.73909 2.88279
C -0.50811 3.60012 3.34041
C 1.59010 -0.13726 -7.23372
C 0.03653 2.16995 3.11393
C -0.50114 -1.19356 5.22896
C 0.48453 -0.11582 -0.33831
C -2.10455 -4.46967 0.24391
C 0.07408 -0.67938 7.41407
C 2.25564 5.85290 4.64069
C 1.33844 -1.39749 3.52029
C 1.21106 -2.60440 -2.55607
C -3.49896 1.02225 0.42278
C 0.44719 4.86072 3.31222
C 1.29853 -1.50165 -9.14684
C 0.14022 -4.23163 -1.07693
C -1.37623 -3.80178 -0.94233
C 1.17524 0.87703 -1.21194
C 0.09222 -0.78623 -5.30277
C 0.00679 -1.99831 4.04577
C 1.42731 -0.21804 -5.67561
H 1.26768 1.10477 -4.18164
H 1.16971 -2.51968 -9.51441
H 0.31587 -1.04961 -9.28149
H 1.77064 -2.19866 -1.71325
H 0.22098 -5.30107 -0.88230
H -0.05261 4.35271 -0.11835
H -0.51139 -0.36941 -0.70155
H 1.85786 0.29788 -1.83380
H 0.47490 2.02308 4.10103
H 0.10538 -1.86530 -5.45618
H -4.37700 0.43301 0.15831
H 2.94734 5.49453 3.87831
H -0.88643 -1.02569 7.79562
H -1.51351 -1.47725 5.51659
H -1.94947 -5.54799 0.20812
H 1.84094 -2.63539 -3.44512
H -2.26078 -5.13896 -2.12849
H 1.20915 4.74357 2.54164
H -3.19001 -4.38334 0.29321
H -1.23129 3.79536 0.65104
H 0.73294 2.11794 2.27703
H 1.55875 -1.85910 2.55775
H 2.72807 5.85140 5.62300
H -3.57835 1.48075 1.40846
H -0.03323 -3.07332 4.22144
H -0.74174 1.41032 3.04075
H 0.04706 0.39678 7.24304
H -0.54707 -0.10906 5.12966
H -1.29718 -4.14703 -2.79454
H -2.06494 4.48415 2.29334
H 2.04222 -0.98990 -9.75770
H -1.67127 -4.04158 1.14785
H 2.46320 0.41409 -7.58274
H 2.16863 -1.47913 4.22187
H 1.04047 -1.02277 -0.10067
H 0.73126 0.37206 -7.67083
H 2.31743 1.63788 -5.28945
H 0.84978 -0.87041 8.15562
H 0.35214 0.29238 0.66366
H 1.78082 1.54638 -0.60092
H -1.84482 -1.86099 3.11237
H -0.12173 5.74238 3.01710
H -1.14968 3.62546 4.22123
H -0.59886 -0.39513 -6.04947
H -2.29401 2.92242 2.30734
H 2.10788 6.91145 4.42681
H 0.36757 -1.91937 -2.64191
H -1.53204 -2.73069 -0.81352
H -2.73914 0.24390 0.49304
H 0.70057 -3.81003 -0.24245
H -0.21678 -0.60293 -4.27369
H 2.10960 -0.82013 -5.07557
H -0.82804 -0.73525 2.77911
H 1.29643 -0.34599 3.23622
```

- HOMO level: -12.86 eV
- HOMO-LUMO gap: 1.995 eV
- Total charge: +2
- LUMO: -10.87 eV

Here are the Mulliken charges for atoms 1 to 8, given in e: 1.74, -0.55, -0.50, -0.34, -0.22, -0.33, -0.43, -0.32

***

Entry 5:
Formula: C19H17BrN2O3
Source: OMol25
Level of theory: ωB97M-V/def2-TZVPD

Geometry as XYZ:
```
42
Properties=species:S:1:pos:R:3
Br 2.81911 -3.64094 0.82332
O 1.33853 1.14100 2.28488
O 0.15242 3.03452 2.06786
O 1.86229 1.89698 -0.75494
N 0.42085 0.46757 -1.72475
N -1.42503 -0.47998 -0.63671
C 1.43768 -2.61242 1.62938
C 2.12899 4.25060 2.79773
C -0.57468 -1.13325 2.76473
C 0.12352 -2.05109 3.52808
C 1.14153 -2.80077 2.96633
C -2.91975 -1.88061 -4.27879
C -0.18513 1.39679 0.42692
C -2.00399 -2.23038 -5.25873
C 0.75232 -1.69727 0.85383
C 0.54100 1.81754 1.69482
C 0.82835 1.27982 -0.70416
C -1.14136 -0.97447 -2.93152
C -0.73236 -0.31590 -1.68256
C -0.65808 -1.96669 -5.06961
C -1.00984 0.09436 0.61087
C -2.49245 -1.26107 -3.12089
C -0.22491 -1.34095 -3.91431
C 0.81199 3.60653 3.20228
C -0.25968 -0.94085 1.42570
H 1.95800 5.01484 2.04376
H -1.92813 0.34729 1.15562
H -2.33686 -2.71438 -6.16456
H -0.12311 -2.18489 4.57044
H 1.01240 -1.58211 -0.18679
H -0.86577 2.20818 0.14058
H 0.11044 4.34512 3.59541
H 0.83470 -1.17612 -3.77767
H 0.98369 2.81876 3.94303
H 0.06047 -2.25251 -5.82318
H 2.79634 3.49727 2.38660
H 0.99668 0.46399 -2.55682
H -1.36514 -0.55176 3.21616
H -3.96888 -2.09309 -4.41940
H -3.18789 -0.98637 -2.34421
H 1.69466 -3.51681 3.55430
H 2.59706 4.70351 3.66695
```

- Relative energy (zero: lowest compared OMol25 entry of this formula, charge and spin): 0.0 kcal/mol
- HOMO level: -8.92 eV
- SMILES: CCOC(=O)[C@H]1C(=O)NC(c2ccccc2)=N[C@H]1c1cccc(Br)c1
- HOMO-LUMO gap: 9.226 eV
- LUMO: 0.31 eV

Here are the Mulliken charges for atoms 1 to 8, given in e: -0.22, -0.55, -0.36, -0.66, 0.08, -0.53, -0.44, -1.11

***

Entry 6:
Formula: C5H8O
Source: OMol25
Level of theory: ωB97M-V/def2-TZVPD

Geometry as XYZ:
```
14
Properties=species:S:1:pos:R:3
O -1.25568 -2.29994 0.46542
C 1.07007 0.66733 -1.05586
C 1.36331 -0.16914 0.21402
C -0.46727 0.47447 -0.84036
C -0.12487 -0.06333 0.35820
C -1.05836 1.03580 0.47701
H -2.11703 0.82156 0.60440
H 1.95369 0.27141 1.02099
H -1.79610 -1.79203 1.08641
H -0.73136 1.98191 0.91863
H 1.69170 -1.19287 0.02363
H 1.46229 0.31153 -2.01027
H 1.31899 1.72352 -0.91843
H -1.30938 -1.77022 -0.34378
```

- Relative energy (zero: lowest compared OMol25 entry of this formula, charge and spin): 124.0 kcal/mol
- HOMO level (alpha / beta): -8.74 / -8.74 eV
- HOMO-LUMO gap (alpha / beta): 9.460 / 9.460 eV
- LUMO (alpha / beta): 0.72 / 0.72 eV

Here are the Mulliken charges for atoms 1 to 8, given in e: -0.64, -0.40, -0.78, -0.38, 0.42, -0.34, 0.18, 0.25